A structure of composition C18H38N5O2PSSn. Source: the Open Molecules 2025 dataset; level of theory: ωB97M-V/def2-TZVPD.

Net charge ... +2
Gap between HOMO and LUMO ... 9.1 eV

```
66
Properties=species:S:1:pos:R:3:forces:R:3:lowdin_charge:R:1
Sn 0.43454 0.41661 0.08819 0.6 -0.4 -0.2 1.41
N 2.69553 -0.86652 0.17058 0.2 0.0 0.0 -0.06
C 2.79001 -1.92783 -0.84159 -0.1 0.0 0.0 -0.22
C 1.46418 -2.66873 -0.90794 0.1 0.0 0.0 -0.18
N 0.30757 -1.77650 -1.12556 -0.3 0.2 0.1 -0.14
C -0.06913 -1.56446 -2.53771 0.0 0.0 -0.1 -0.20
C 0.87328 -0.61758 -3.26096 -0.1 0.0 0.1 -0.22
N 1.02808 0.62337 -2.47984 -0.1 0.1 -0.1 -0.05
H 3.54449 -0.30938 0.18216 0.0 0.0 0.0 0.10
H 2.60794 -1.28181 1.09308 0.0 0.0 0.0 0.05
H 3.57826 -2.64990 -0.61819 0.0 0.0 0.0 0.13
H 3.03307 -1.46495 -1.79488 0.0 0.0 0.0 0.10
H 1.30825 -3.17218 0.04764 0.0 0.0 0.0 0.11
H 1.51590 -3.43641 -1.68481 -0.1 0.0 0.0 0.13
H -0.49337 -2.19977 -0.66777 0.0 0.0 0.0 0.12
H -1.06906 -1.12842 -2.53833 0.0 0.0 0.0 0.11
H -0.11020 -2.51185 -3.08280 0.0 0.0 0.0 0.13
H 0.46132 -0.43067 -4.25410 0.1 0.0 0.0 0.13
H 1.85091 -1.07230 -3.40230 0.0 0.0 0.0 0.11
H 0.24295 1.23923 -2.67927 0.0 0.0 0.0 0.07
H 1.85908 1.12696 -2.77280 0.0 0.0 0.0 0.10
C -4.50283 5.82348 -4.63261 0.0 -0.1 0.0 -0.03
C -4.12350 4.63848 -3.78938 0.0 0.0 0.0 -0.24
C -3.06014 4.70722 -2.88614 0.0 0.0 0.0 -0.02
C -2.71893 3.62105 -2.09983 0.1 0.0 0.0 -0.07
C -3.44817 2.44756 -2.22581 -0.1 -0.1 0.0 -0.42
C -4.49178 2.33852 -3.13479 0.0 0.0 0.0 -0.07
C -4.82538 3.43947 -3.90658 0.0 0.0 0.0 -0.02
S -3.12573 1.05458 -1.18598 -0.1 0.0 0.0 0.98
C -3.74276 1.71998 0.35866 0.0 0.0 0.0 -0.22
O -1.61141 0.99804 -0.99550 0.1 -0.2 -0.1 -0.76
H -4.01063 6.73146 -4.29048 0.0 0.0 0.0 0.08
H -5.58078 5.98125 -4.61065 0.0 0.0 0.0 0.09
H -4.22046 5.65750 -5.67370 0.0 0.0 0.0 0.10
H -2.49765 5.62884 -2.80121 0.0 0.0 0.0 0.12
H -1.88344 3.67391 -1.41038 0.0 0.0 0.0 0.11
H -5.03836 1.40822 -3.23684 0.0 0.0 0.0 0.11
H -5.63908 3.36737 -4.61785 0.0 0.0 0.0 0.13
H -3.25087 2.67416 0.54339 0.0 0.0 0.0 0.05
H -3.51914 1.00518 1.14908 0.0 0.0 0.0 0.06
H -4.81951 1.85085 0.25354 0.0 0.0 0.0 0.07
C -1.72998 3.95251 4.63337 0.0 0.0 -0.1 -0.02
N -1.18674 4.24934 3.30672 -0.1 0.0 0.0 -0.20
C -1.18898 5.64585 2.86530 0.0 -0.1 0.0 -0.02
C -0.72800 3.29557 2.53511 0.1 0.1 0.0 -0.29
N -0.30822 2.46228 1.84267 -0.3 0.2 0.3 0.07
H -2.76159 4.29843 4.69580 0.0 0.0 0.0 0.10
H -1.13996 4.45723 5.39825 0.0 0.0 0.0 0.10
H -1.70304 2.88120 4.81165 0.0 0.0 0.0 0.09
H -2.21248 6.01804 2.81483 0.0 0.0 0.0 0.09
H -0.72784 5.72428 1.88498 0.0 0.0 0.0 0.09
H -0.62689 6.25490 3.57283 0.0 0.0 0.0 0.10
C 1.93287 -1.72396 4.08366 0.0 0.0 -0.1 -0.16
P 0.36034 -1.94009 3.24721 -0.1 0.0 0.2 0.56
C 0.14164 -3.70406 3.00884 0.0 0.0 0.0 -0.16
C -0.90626 -1.40769 4.39767 0.0 0.0 0.0 -0.16
O 0.29262 -1.17106 1.94446 0.0 -0.1 -0.3 -0.55
H 1.94509 -2.28415 5.01938 0.0 0.0 0.0 0.07
H 2.08290 -0.66518 4.29695 0.0 0.0 0.0 0.07
H 2.74704 -2.08191 3.45181 0.0 0.0 0.0 0.06
H 0.17851 -4.22577 3.96588 0.0 0.0 0.0 0.07
H 0.93330 -4.09126 2.36650 0.0 0.0 0.0 0.05
H -0.82610 -3.88707 2.54071 0.0 0.0 0.0 0.07
H -0.88607 -2.00497 5.30963 0.0 0.0 0.0 0.07
H -1.88166 -1.50277 3.92046 0.0 0.0 0.0 0.06
H -0.72974 -0.36148 4.65008 0.0 0.0 0.0 0.06
```
Positions in Å, forces in eV/Å.



A structure of composition C18H38OP2Pb in a non-equilibrium geometry. Source: the Open Molecules 2025 dataset; level of theory: ωB97M-V/def2-TZVPD.

Net charge ... 0
Gap between HOMO and LUMO ... 6.6 eV
Energy relative to the best compared isomer or geometry (same formula, charge and spin) ... 0.0 kcal per mole

```
60
Properties=species:S:1:pos:R:3:forces:R:3:lowdin_charge:R:1
P 2.29685 -0.04225 -1.05956 -1.4 0.5 0.7 0.78
P -1.00909 1.47028 0.90607 1.2 0.0 0.4 0.74
C 0.63389 -0.57894 -0.41394 0.2 -0.8 -0.5 -0.43
C -0.57545 0.36368 -0.52312 -1.0 -0.3 -0.1 -0.48
H 0.76428 -0.96740 0.60953 0.1 0.2 -0.3 0.08
H 0.47626 -1.44274 -1.07307 -0.5 0.3 0.8 0.01
H -0.54246 0.96111 -1.44920 0.1 0.0 0.3 0.07
H -1.47930 -0.24708 -0.59563 0.7 0.0 -0.4 0.01
C -1.18313 0.33211 2.33242 -0.5 0.0 0.5 -0.27
H -0.78544 0.90052 3.18894 -0.1 -0.3 -0.2 0.03
H -0.59153 -0.59289 2.24352 -0.2 0.4 -0.1 0.04
H -2.23328 0.07326 2.54351 0.3 -0.1 -0.1 0.03
C -2.64568 2.19250 0.54264 -0.4 -0.2 0.0 -0.29
H -3.48566 1.48233 0.57185 0.2 0.1 -0.1 0.03
H -2.62257 2.68987 -0.43908 0.0 -0.2 0.3 0.04
H -2.81082 2.96655 1.30997 0.0 -0.3 -0.3 0.04
C 3.24614 -1.59737 -0.97227 0.1 0.0 -0.1 -0.26
H 4.30537 -1.32847 -1.07895 -0.2 -0.3 0.1 0.04
H 2.96017 -2.27840 -1.78370 0.0 0.0 0.2 0.04
H 3.08289 -2.08433 -0.00243 0.1 0.2 -0.2 0.05
C 1.98789 0.16301 -2.84410 0.2 -0.2 -0.4 -0.27
H 1.17856 0.87423 -3.04861 0.2 -0.1 0.2 0.04
H 1.75330 -0.79266 -3.32442 0.1 0.2 0.0 0.02
H 2.91438 0.54621 -3.29055 -0.2 0.0 0.0 0.05
Pb 1.67517 2.48869 0.32028 1.2 1.4 0.7 1.07
C -3.15078 -1.35076 -1.47748 -0.5 -0.3 0.9 -0.12
C -2.82690 -2.00841 -0.34724 -1.1 0.4 -0.8 -0.12
C -2.56563 -3.48237 -0.28938 0.1 -0.2 0.5 -0.18
C -1.65668 -4.07242 -1.39514 -0.1 -0.4 0.3 -0.18
C -0.57677 -3.16730 -1.91883 0.3 -0.2 -1.1 -0.12
C -0.73623 -2.29880 -2.93408 0.3 -1.2 0.2 -0.11
C -2.02008 -2.12416 -3.68027 -0.4 0.3 -0.3 -0.18
C -3.31031 -1.98919 -2.82328 -0.2 -0.1 -0.5 -0.18
C 3.93755 2.18131 0.27594 0.6 0.3 0.3 -0.43
H -3.43578 -0.29267 -1.43929 0.3 -0.3 0.2 0.10
H -2.88539 -1.50285 0.62557 0.2 0.0 -0.5 0.10
H -3.51972 -4.03809 -0.30748 0.2 0.2 0.0 0.12
H -2.13018 -3.70009 0.69617 0.0 0.0 -0.2 0.11
H -1.16290 -4.94410 -0.94266 -0.2 0.1 -0.3 0.11
H -2.29579 -4.45720 -2.20446 0.3 0.2 0.1 0.11
H 0.43075 -3.39426 -1.53514 -0.5 0.4 -0.1 0.11
H 0.12646 -1.79402 -3.37888 -0.3 -0.1 0.4 0.08
H -2.17445 -2.97201 -4.37263 0.1 0.2 0.2 0.12
H -1.93062 -1.23694 -4.32234 0.0 -0.2 0.2 0.11
H -4.00255 -1.36327 -3.40709 0.1 -0.3 0.2 0.11
H -3.77989 -2.98010 -2.73517 0.1 0.3 0.1 0.11
H 4.42305 3.15268 0.07783 0.1 -0.3 0.3 -0.04
H 4.22465 1.43375 -0.48102 0.1 0.6 0.5 -0.09
H 4.15885 1.81807 1.29016 0.3 0.1 -0.3 -0.03
C 0.92364 4.40290 3.58370 -0.3 0.0 0.1 -0.09
C 2.04447 3.37233 3.51713 0.7 -0.1 -0.8 -0.64
C 2.42713 2.85980 4.90230 -0.1 -0.1 0.1 -0.08
O 1.75841 2.31304 2.64324 -0.4 -0.1 -0.8 -0.47
H -0.01816 3.91384 3.85357 0.0 0.0 0.1 0.07
H 0.76614 4.89298 2.61783 0.1 -0.1 0.0 0.06
H 1.14135 5.17733 4.32728 0.0 0.0 -0.1 0.07
H 2.94013 3.90311 3.13976 0.0 0.1 0.1 0.12
H 1.62416 2.24331 5.32051 0.0 0.1 0.0 0.07
H 3.33448 2.24701 4.87368 -0.2 0.1 -0.1 0.07
H 2.60686 3.70576 5.57704 0.0 -0.1 0.0 0.07
```
Positions in Å, forces in eV/Å.



A structure of composition C18H39AsINO5Re. Source: the Open Molecules 2025 dataset; level of theory: ωB97M-V/def2-TZVPD.

⟨S²⟩ ... 0.753
Spin multiplicity ... 2
Net charge ... +2
Gap between HOMO and LUMO (spin up / spin down) ... 7.9 / 7.5 eV
Energy relative to the best compared isomer or geometry (same formula, charge and spin) ... 0.0 kcal per mole

```
66
Properties=species:S:1:pos:R:3:forces:R:3:lowdin_spin:R:1
Re 0.57324 -0.53121 0.37564 -0.1 -0.2 0.0 0.85
C 1.45044 1.82082 2.28450 -0.1 -0.1 0.1 0.00
C 2.37962 0.64865 2.53095 0.0 0.0 -0.1 0.00
O 2.44759 -0.21887 1.36807 0.4 -0.1 0.0 0.04
C 3.48675 0.09008 0.38988 -0.2 0.0 0.1 0.00
C 2.94559 1.00812 -0.69156 -0.1 -0.1 -0.1 0.00
O 1.77243 0.35006 -1.18782 0.4 0.0 -0.1 0.00
C 1.08818 0.91307 -2.32408 0.0 -0.1 0.1 0.00
C -0.28172 0.25701 -2.33274 0.1 0.1 0.0 0.00
O -0.88844 0.34084 -1.02733 -0.2 0.0 -0.1 0.04
C -1.92035 1.42267 0.82123 0.0 0.1 0.0 0.00
C -0.96482 1.96805 1.85739 0.1 -0.1 0.1 0.00
O 0.28648 1.27064 1.66911 0.0 0.2 0.0 0.00
H 1.87669 2.59960 1.64834 0.1 0.0 0.0 0.00
H 1.19315 2.27118 3.24635 0.0 0.0 0.0 0.00
H 1.97731 0.02587 3.32739 0.0 0.0 0.0 0.00
H 3.38643 0.95690 2.80833 0.0 0.1 0.0 0.00
H 3.77052 -0.86757 -0.04185 0.0 0.0 0.0 0.00
H 4.34476 0.52126 0.90296 0.0 0.1 0.0 0.00
H 3.68015 1.12297 -1.49121 0.0 0.0 0.0 0.00
H 2.67125 1.99703 -0.31655 0.0 0.0 0.0 0.00
H 1.63891 0.66252 -3.23240 0.0 0.0 0.0 0.00
H 1.04847 1.99903 -2.22042 -0.1 0.0 0.0 0.00
H -0.19284 -0.80429 -2.54284 0.0 0.0 0.1 0.00
H -0.92247 0.68738 -3.08898 0.0 0.1 0.0 0.00
H -2.04204 0.35056 0.97815 0.0 0.0 0.0 0.00
H -2.90277 1.85288 0.98577 0.0 0.1 0.0 0.00
H -1.31706 1.77392 2.87279 0.0 0.0 0.0 0.00
H -0.78165 3.03972 1.74735 -0.1 0.0 -0.1 0.00
N -1.84951 -1.89306 3.68387 0.0 0.0 0.0 0.00
C -0.72619 -1.85051 2.97344 -0.1 0.0 -0.1 0.00
O -0.72751 -1.30870 1.85100 0.0 0.0 0.2 0.04
C 0.50498 -2.45730 3.57569 0.0 0.1 0.0 0.01
I 0.24416 -4.55004 3.88780 0.0 -0.1 0.0 0.00
H -2.70947 -1.56327 3.27488 0.0 0.0 0.0 0.00
H -1.90316 -2.44220 4.52721 0.0 0.0 0.0 0.00
H 0.70717 -2.03106 4.55560 0.0 0.0 0.0 0.00
H 1.35032 -2.31345 2.90875 0.0 0.0 0.0 0.00
C 2.09467 -3.94599 0.18370 0.0 0.0 0.0 0.00
As 0.97772 -2.67683 -0.76447 0.0 0.1 0.0 0.01
C 1.91532 -2.67689 -2.47151 0.0 0.0 0.0 0.00
C -0.60049 -3.73445 -1.15104 0.1 0.0 0.0 0.00
H 2.21691 -4.84992 -0.41088 0.0 0.0 0.0 0.00
H 1.64023 -4.20607 1.13658 0.0 0.0 0.1 0.00
H 3.07323 -3.49992 0.36086 0.0 0.0 0.0 0.00
H 2.11070 -3.70616 -2.76826 0.0 0.0 0.0 0.00
H 2.86588 -2.15533 -2.36503 0.0 0.0 0.0 0.00
H 1.33311 -2.19993 -3.25815 0.0 0.0 0.0 0.00
H -0.34556 -4.59401 -1.76835 0.0 0.0 0.0 0.00
H -1.33925 -3.12112 -1.66508 0.0 0.0 0.0 0.00
H -1.02507 -4.07888 -0.20889 0.0 0.0 0.0 0.00
C -1.93248 2.80935 -2.88975 0.0 0.0 0.0 0.00
C -2.48781 2.31857 -1.53617 0.0 0.0 0.0 0.00
C -3.67190 1.37827 -1.75382 0.0 0.0 0.0 0.00
C -2.94722 3.61057 -0.83179 0.0 0.0 0.1 0.00
C -1.42299 1.67074 -0.60776 -0.1 0.0 -0.1 0.00
H -2.59236 3.58279 -3.28156 0.0 0.0 0.0 0.00
H -1.88770 2.05063 -3.66618 0.0 0.0 0.0 0.00
H -0.94732 3.27089 -2.77985 0.0 0.0 0.0 0.00
H -4.40540 1.84894 -2.40943 0.0 0.0 0.0 0.00
H -4.18222 1.13696 -0.81910 0.0 0.0 0.0 0.00
H -3.36801 0.43943 -2.22211 0.0 0.0 0.0 0.00
H -3.61384 4.15656 -1.49806 0.0 0.0 0.0 0.00
H -2.10082 4.26990 -0.61720 0.0 0.0 0.0 0.00
H -3.49839 3.44289 0.09035 0.0 0.0 0.0 0.00
H -0.55351 2.33971 -0.58173 0.0 0.0 0.0 0.00
```
Positions in Å, forces in eV/Å.



A structure of composition C18H39NO4S2 in a non-equilibrium geometry. Source: the Open Molecules 2025 dataset; level of theory: ωB97M-V/def2-TZVPD.

Net charge ... 0
Gap between HOMO and LUMO ... 6.5 eV
Energy relative to the best compared isomer or geometry (same formula, charge and spin) ... 82.0 kcal per mole

```
64
Properties=species:S:1:pos:R:3:forces:R:3:lowdin_charge:R:1
C -43.37926 -28.47808 -22.42404 -3.3 3.6 1.1 -0.11
C -42.20118 -27.68929 -22.95084 3.6 -3.7 2.3 -0.23
N -42.21449 -26.22545 -23.01968 -2.4 0.6 -0.1 -0.25
C -43.37364 -25.76218 -23.90609 0.8 0.8 -0.4 0.01
C -42.61809 -25.57384 -21.64554 0.8 -3.5 1.6 -0.11
C -41.51589 -26.03687 -20.50716 0.1 -0.2 -1.9 -0.06
C -40.91623 -25.71658 -23.55263 -0.3 2.5 0.9 -0.09
C -40.71508 -24.11129 -23.43061 3.7 -3.4 3.3 -0.14
O -39.44570 -23.79519 -23.97803 -0.2 -0.3 -0.2 -0.15
C -39.42811 -23.14850 -25.22358 5.2 -5.0 -1.2 -0.07
H -44.45803 -28.16497 -22.88692 2.6 -0.5 0.9 0.12
H -43.44938 -28.27237 -21.28105 -0.1 -1.0 -1.9 0.09
H -43.27709 -29.47805 -22.72461 0.4 -1.4 0.2 0.05
H -41.83648 -28.15671 -23.88114 -0.2 1.0 -0.1 0.12
H -41.22765 -28.12944 -22.05923 -2.6 1.9 -2.9 0.21
H -43.49220 -24.70396 -23.76311 0.9 0.9 -0.4 0.09
H -44.37874 -25.97508 -23.65089 -0.7 -1.8 0.8 0.09
H -43.19380 -26.02560 -24.93133 0.4 -0.2 -0.4 0.08
H -43.67977 -25.97488 -21.41114 1.9 0.8 -0.5 0.15
H -42.63685 -24.53739 -21.86981 0.0 0.9 0.3 0.08
H -40.43549 -25.62593 -21.05870 -2.9 -1.9 2.3 0.14
H -41.70110 -27.19581 -20.14890 1.1 2.7 -1.7 0.11
H -41.68999 -25.57080 -19.53155 0.1 0.7 -0.5 0.04
H -40.44867 -26.17666 -24.37503 -1.8 0.0 -3.8 0.12
H -40.16764 -26.32678 -23.15534 1.5 -0.1 3.4 0.10
H -40.41038 -23.90623 -22.33687 -1.2 -0.3 -1.2 0.14
H -41.60582 -23.59419 -23.59284 -1.1 1.3 -1.3 0.09
H -38.37355 -22.89050 -25.67639 -1.8 -1.4 1.2 0.16
H -39.80248 -22.30903 -25.13112 -3.6 8.7 1.4 -0.01
H -40.07228 -23.57040 -25.90983 -0.8 -1.9 -1.9 0.06
O -41.01399 -27.37433 -26.71281 10.4 2.8 9.2 -0.38
H -41.63073 -27.51566 -27.21196 -10.8 -2.7 -8.7 -0.39
C -42.25815 -25.97326 -29.65998 -3.3 -1.2 0.6 -0.31
S -41.54935 -24.69512 -28.74453 2.8 3.4 0.4 0.83
O -41.43518 -23.36339 -29.56574 -0.7 -2.5 1.0 -0.58
C -42.69267 -24.27863 -27.48083 -3.3 -3.2 0.8 -0.28
H -41.50664 -26.13804 -30.34905 1.5 -0.6 -1.7 0.01
H -43.20747 -25.73378 -30.21804 0.8 -0.1 0.7 0.09
H -42.36594 -26.91086 -29.02139 0.3 1.4 -0.8 0.04
H -43.41763 -23.55966 -27.85265 -0.3 -0.2 -0.2 0.06
H -42.34359 -23.92814 -26.57206 2.0 1.4 1.3 -0.01
H -43.16948 -25.24809 -26.92487 0.6 1.8 -2.2 0.09
C -44.21660 -28.23564 -27.69297 5.5 -1.0 5.9 -0.21
S -44.30003 -28.77386 -25.99393 1.6 -0.6 -0.1 0.79
O -45.41357 -28.04254 -25.39141 -1.5 1.0 1.0 -0.55
C -44.92296 -30.42403 -26.28212 -1.0 -2.3 -2.7 -0.30
H -43.71364 -28.90456 -28.22542 2.7 -2.8 -2.2 0.03
H -43.80325 -27.30557 -27.77939 1.9 2.3 0.6 0.00
H -44.99410 -28.07544 -28.13658 -9.8 1.0 -4.2 -0.02
H -45.27745 -31.01055 -25.41736 0.6 0.9 0.2 0.03
H -44.11249 -31.20731 -26.84088 -2.4 2.6 1.1 0.13
H -45.95703 -30.19939 -26.85000 2.4 -0.9 0.6 0.10
C -38.68693 -30.94948 -31.10364 -2.9 0.0 -1.1 -0.06
C -39.78743 -31.27095 -32.18445 0.1 5.6 5.5 -0.04
C -40.99786 -30.53499 -32.20406 2.6 -1.6 0.6 -0.10
C -41.10866 -29.50016 -31.20501 -2.9 0.8 0.9 -0.17
C -40.24355 -29.09156 -30.20956 4.4 -2.9 -1.3 -0.01
C -38.84601 -29.91586 -30.17181 -7.3 -0.3 -5.6 -0.02
H -37.86642 -31.68776 -30.96413 -0.5 0.8 -0.4 0.09
H -39.62882 -32.02813 -32.79018 0.8 -3.6 -2.9 0.02
H -41.79848 -30.90871 -32.91667 0.9 1.1 1.2 0.11
H -42.17191 -29.08877 -31.06357 1.6 -0.2 -0.6 0.10
H -40.37192 -28.23647 -29.53583 -0.2 -0.7 -0.1 0.07
H -38.17498 -29.89258 -29.46927 3.4 0.9 4.1 0.01
```
Positions in Å, forces in eV/Å.



Q: Number 4 is which compound?
A: C18H39NO4S2